Formula: CH5O3PS
Source: the Open Molecules 2025 dataset
Level of theory: the ωB97M-V functional and the def2-TZVPD basis

Its total energy is -1006.38942 Eh. The calculation puts the energy relative to the best compared isomer or geometry (same formula, charge and spin) at 1.755 eV. The multiplicity is 1. Its structure (SMILES) is O=P(O)=S.CO. As for the total charge: 0. As for the largest force on an atom: 0.0739 Eh/bohr.

Atoms and positions in Å:
O 4.448 2.143 -1.432
P 3.174 1.453 -1.586
O 2.894 0.351 -0.453
S 1.957 1.516 -3.082
H 1.954 0.075 -0.119
C -0.406 0.144 -0.119
O 0.454 -0.624 0.697
H -0.032 1.199 -0.220
H -1.451 0.171 0.257
H -0.335 -0.201 -1.118
H 0.082 -0.813 1.668

=====

Formula: C36H44ClNO17S4
Source: the Open Molecules 2025 dataset
Level of theory: the ωB97M-V functional and the def2-TZVPD basis

Its total energy is -4784.87983 Eh. The multiplicity is 1. Its structure (SMILES) is C#C[C@]1(OC[C@H](C)O)OS(=O)(=O)O[C@]1(CCCCS(=O)(=O)Cl)CCCSC(=S)N(c1ccccc1)c1ccccc1.O=C1OCCO1.O=C1OCCO1.O=C1OCCO1. As for the total charge: 0. As for the largest force on an atom: 0.0356 Eh/bohr.

Atoms and positions in Å:
C -4.608 2.488 -3.033
C -3.612 1.859 -3.288
C -2.354 1.157 -3.571
O -1.218 1.905 -3.323
C -1.308 3.318 -3.521
C 0.117 3.888 -3.590
C 0.514 4.627 -2.319
O 0.217 4.780 -4.710
O -2.414 0.922 -5.003
S -2.160 -0.591 -5.439
O -0.920 -0.647 -6.137
O -3.301 -1.118 -6.100
O -2.046 -1.173 -4.007
C -2.155 -0.225 -2.840
C -0.827 -0.378 -2.115
C 0.411 -0.580 -3.000
C 1.668 -0.031 -2.274
C 2.794 -1.063 -2.321
S 4.255 -0.624 -1.416
O 4.975 -1.791 -1.006
O 4.997 0.337 -2.173
Cl 3.646 0.336 0.268
C -3.347 -0.800 -2.072
C -3.360 -0.535 -0.555
C -3.953 0.805 -0.138
S -2.757 2.169 -0.213
C -1.929 2.036 1.357
S -2.726 2.153 2.752
N -0.508 1.896 1.218
C 0.227 3.118 1.234
C 1.613 3.042 1.087
C 2.389 4.179 1.039
C 1.797 5.432 1.118
C 0.424 5.510 1.272
C -0.364 4.370 1.326
C 0.031 0.851 2.061
C 0.334 1.048 3.401
C 0.850 0.003 4.142
C 1.068 -1.244 3.574
C 0.754 -1.440 2.240
C 0.237 -0.394 1.495
H -5.549 2.941 -2.833
H -1.816 3.741 -2.652
H -1.822 3.573 -4.445
H 0.795 3.068 -3.817
H 1.377 5.250 -2.545
H -0.307 5.266 -1.992
H 0.773 3.933 -1.521
H -0.329 5.545 -4.505
H -0.704 0.493 -1.473
H -0.924 -1.239 -1.453
H 0.301 -0.049 -3.936
H 0.549 -1.647 -3.153
H 2.012 0.855 -2.804
H 1.451 0.228 -1.241
H 2.462 -2.046 -1.993
H 3.177 -1.138 -3.338
H -4.295 -0.518 -2.529
H -3.271 -1.877 -2.206
H -3.990 -1.295 -0.098
H -2.381 -0.683 -0.105
H -4.350 0.766 0.874
H -4.737 1.082 -0.834
H 2.078 2.070 1.012
H 3.458 4.075 0.923
H 2.407 6.320 1.059
H -0.029 6.490 1.328
H -1.433 4.473 1.436
H 0.159 2.010 3.858
H 1.098 0.144 5.185
H 1.473 -2.061 4.148
H 0.897 -2.402 1.769
H -0.019 -0.541 0.457
O 10.926 -4.297 -3.308
C 9.911 -3.792 -2.963
O 9.428 -3.819 -1.693
C 8.311 -2.923 -1.626
C 7.864 -2.851 -3.058
O 9.069 -3.110 -3.785
H 7.546 -3.309 -0.960
H 8.658 -1.959 -1.250
H 7.139 -3.629 -3.305
H 7.452 -1.881 -3.323
O -4.205 -2.440 1.841
C -5.056 -2.081 2.588
O -5.226 -2.543 3.844
C -6.186 -1.709 4.505
C -6.963 -1.130 3.339
O -5.985 -1.141 2.292
H -6.796 -2.300 5.182
H -5.652 -0.946 5.074
H -7.802 -1.760 3.041
H -7.318 -0.118 3.514
O -0.474 -2.450 7.294
C -0.313 -3.522 6.814
O 0.294 -3.748 5.623
C 0.510 -5.156 5.486
C -0.549 -5.731 6.406
O -0.707 -4.690 7.374
H 0.391 -5.459 4.449
H 1.523 -5.390 5.816
H -1.502 -5.887 5.899
H -0.246 -6.655 6.891

=====

Formula: C2H3BrN4
Source: the Open Molecules 2025 dataset
Level of theory: the ωB97M-V functional and the def2-TZVPD basis

Its total energy is -2870.93538 Eh. The calculation puts the energy relative to the best compared isomer or geometry (same formula, charge and spin) at 1.783 eV. The multiplicity is 1. Its structure (SMILES) is [H]/N=C(/N)N(Br)C#N. As for the total charge: 0. As for the largest force on an atom: 0.0982 Eh/bohr.

Atoms and positions in Å:
H 0.610 2.340 -0.185
N -0.241 1.818 -0.162
C -0.329 0.561 -0.112
N -1.519 -0.147 0.073
N 0.721 -0.320 -0.263
Br 2.773 0.811 0.036
C 0.741 -1.582 -0.189
N 0.707 -2.723 -0.069
H -2.198 0.311 0.615
H -1.265 -1.068 0.256